1.
Here is a 6-piece molecular cluster, C36H90N6O12 overall from the OMol25 dataset. Energies are from ωB97M-V with the def2-TZVPD basis set.

- Highest occupied orbital energy: -8.47 eV
- LUMO: 0.409 eV
- Molecular weight: 799.1 g/mol
- Energy relative to the best compared isomer or geometry (same formula, charge and spin): 1812.8 kJ/mol
- Orbital gap: 8.884 eV
- SMILES: COCCNCCOC.COCCNCCOC.COCCNCCOC.COCCNCCOC.COCCNCCOC.COCCNCCOC

Each line ends with the Löwdin charge.
CARTESIAN COORDINATES (ANGSTROEM)
O (-4.748, 18.627, 8.108)  -0.16
O (-5.036, 17.776, 3.518)  -0.18
O (-13.826, 16.506, 4.641)  -0.18
O (-10.540, 26.508, 11.903)  -0.19
O (-2.037, 8.093, 5.154)  -0.20
O (-3.970, 21.419, 13.782)  -0.19
O (0.246, 20.864, 12.085)  -0.20
O (-3.997, 14.519, 10.549)  -0.24
O (-4.276, 12.034, 5.605)  -0.15
O (-9.882, 18.453, 9.413)  -0.18
O (-7.113, 16.147, 7.912)  -0.20
O (-9.017, 22.646, 7.925)  -0.18
N (-10.422, 23.135, 10.454)  -0.03
N (-1.325, 22.983, 13.115)  -0.07
N (-2.819, 16.673, 9.098)  -0.06
N (-12.050, 17.705, 7.344)  -0.02
N (-1.387, 11.295, 5.629)  -0.06
N (-8.126, 16.689, 5.342)  -0.05
C (-1.627, 10.437, 4.431)  -0.18
C (-4.313, 13.243, 6.327)  -0.12
C (-8.256, 22.464, 9.135)  -0.15
C (-6.313, 15.821, 8.939)  -0.18
C (-2.704, 17.259, 7.754)  -0.22
C (-3.787, 22.853, 13.921)  -0.17
C (-8.003, 15.244, 5.603)  -0.14
C (-6.229, 16.983, 3.851)  -0.19
C (-11.913, 16.589, 6.365)  -0.22
C (-8.840, 17.943, 10.247)  -0.10
C (-8.416, 22.279, 6.770)  -0.15
C (-2.159, 15.324, 9.094)  -0.14
C (-2.210, 11.005, 6.764)  -0.22
C (-6.872, 17.430, 5.070)  -0.22
C (-3.743, 10.966, 6.380)  -0.21
C (-4.564, 13.517, 11.249)  -0.14
C (-13.279, 16.155, 5.940)  -0.22
C (-3.919, 17.387, 4.214)  -0.13
C (-9.571, 18.278, 8.029)  -0.20
C (-9.928, 24.424, 11.044)  -0.21
C (-2.560, 14.560, 10.438)  -0.15
C (-1.562, 7.374, 6.320)  -0.11
C (0.535, 22.270, 11.742)  -0.18
C (-1.049, 9.022, 4.566)  -0.17
C (-9.300, 22.174, 10.301)  -0.19
C (-5.356, 19.741, 7.452)  -0.11
C (-2.611, 23.663, 13.313)  -0.20
C (-11.052, 25.256, 11.483)  -0.27
C (-3.329, 18.610, 7.713)  -0.22
C (-0.288, 20.074, 11.004)  -0.10
C (-7.525, 14.994, 7.103)  -0.13
C (-4.328, 21.015, 12.560)  -0.16
C (-0.783, 23.060, 11.747)  -0.21
C (-13.780, 17.914, 4.338)  -0.10
C (-10.904, 18.713, 7.269)  -0.15
C (-11.562, 27.251, 12.578)  -0.11
H (-4.783, 23.291, 13.851)  0.12
H (-12.506, 27.415, 12.059)  0.08
H (-9.498, 17.221, 7.775)  0.09
H (-5.426, 15.257, 8.652)  0.07
H (-5.877, 15.959, 3.982)  0.10
H (-8.374, 17.022, 6.263)  0.04
H (-11.718, 26.763, 13.540)  0.09
H (-9.473, 24.154, 11.997)  0.12
H (-2.961, 19.022, 6.773)  0.12
H (-6.728, 15.012, 9.541)  0.09
H (-7.518, 21.665, 9.211)  0.11
H (-11.654, 24.719, 12.215)  0.13
H (-5.374, 21.302, 12.453)  0.09
H (-3.832, 16.302, 4.164)  0.09
H (-11.748, 25.624, 10.730)  0.12
H (-3.351, 13.637, 6.653)  0.06
H (-1.003, 10.924, 3.682)  0.11
H (-1.236, 7.826, 7.257)  0.08
H (-2.368, 6.715, 6.643)  0.08
H (-2.207, 15.080, 11.328)  0.12
H (-11.329, 15.709, 6.632)  0.11
H (-3.126, 16.553, 7.040)  0.10
H (-5.005, 20.712, 7.801)  0.09
H (-12.735, 18.222, 4.376)  0.07
H (-11.281, 28.286, 12.775)  0.08
H (-8.422, 14.665, 7.628)  0.11
H (-4.272, 19.927, 12.556)  0.10
H (-2.488, 24.676, 13.696)  0.12
H (-1.200, 22.091, 13.572)  0.11
H (-9.009, 14.861, 5.427)  0.10
H (-5.870, 16.670, 9.460)  0.10
H (-6.287, 17.137, 5.943)  0.11
H (-7.304, 14.810, 4.888)  0.10
H (-2.681, 14.825, 8.277)  0.08
H (-8.021, 18.649, 10.387)  0.08
H (1.344, 22.712, 12.323)  0.12
H (-3.718, 16.607, 9.553)  0.07
H (-1.743, 12.228, 5.474)  0.09
H (-8.851, 21.926, 11.263)  0.11
H (-1.078, 15.424, 9.004)  0.12
H (-13.498, 15.113, 6.174)  0.11
H (-0.667, 24.097, 11.431)  0.12
H (-14.350, 18.580, 4.985)  0.08
H (-10.817, 19.166, 6.282)  0.11
H (-0.524, 19.119, 11.474)  0.09
H (-11.700, 17.279, 8.190)  0.08
H (-0.114, 9.073, 5.123)  0.12
H (-0.752, 8.696, 3.569)  0.11
H (-4.920, 13.082, 7.218)  0.08
H (-7.769, 23.392, 9.435)  0.11
H (-3.140, 17.947, 3.698)  0.10
H (-1.914, 10.066, 7.233)  0.10
H (-3.955, 10.035, 5.854)  0.11
H (-5.584, 13.815, 11.006)  0.09
H (-3.601, 21.454, 11.877)  0.08
H (-2.124, 13.562, 10.495)  0.11
H (-1.515, 22.574, 11.103)  0.09
H (-7.538, 22.900, 6.591)  0.09
H (-4.125, 10.705, 7.367)  0.11
H (-7.856, 21.362, 6.951)  0.06
H (-8.625, 18.752, 7.768)  0.11
H (-9.830, 21.227, 10.194)  0.10
H (-6.951, 14.068, 7.132)  0.10
H (-1.627, 17.390, 7.654)  0.13
H (-9.143, 17.871, 11.291)  0.08
H (-3.956, 17.775, 5.232)  0.05
H (-4.332, 13.647, 12.306)  0.09
H (0.482, 19.874, 10.259)  0.08
H (-9.007, 22.265, 5.854)  0.10
H (-4.307, 12.501, 10.950)  0.09
H (-6.410, 19.826, 7.720)  0.05
H (-2.951, 23.715, 12.279)  0.09
H (-9.137, 24.917, 10.479)  0.12
H (-3.448, 22.905, 14.956)  0.11
H (-1.130, 20.544, 10.496)  0.07
H (-10.520, 23.318, 9.466)  0.08
H (-14.011, 16.489, 6.676)  0.11
H (-7.171, 18.478, 5.072)  0.13
H (-2.154, 11.734, 7.572)  0.10
H (-8.484, 16.930, 10.060)  0.07
H (-14.242, 18.159, 3.382)  0.08
H (-11.229, 19.544, 7.895)  0.10
H (-0.842, 6.653, 5.930)  0.08
H (-11.381, 16.956, 5.487)  0.11
H (-2.739, 19.191, 8.421)  0.11
H (-6.983, 16.957, 3.065)  0.14
H (-2.665, 10.455, 4.100)  0.11
H (-4.728, 14.163, 5.916)  0.08
H (0.848, 22.429, 10.710)  0.11
H (-5.261, 19.641, 6.371)  0.08

---

2.
Here is a 6-piece molecular cluster, C36H90O24P6 overall from the OMol25 dataset. Energies are from ωB97M-V with the def2-TZVPD basis set.

- Highest occupied orbital energy: -10.19 eV
- LUMO: 0.300 eV
- Molecular weight: 1092.9 g/mol
- Energy relative to the best compared isomer or geometry (same formula, charge and spin): 814.4 kJ/mol
- Orbital gap: 10.495 eV
- SMILES: CCOP(=O)(OCC)OCC.CCOP(=O)(OCC)OCC.CCOP(=O)(OCC)OCC.CCOP(=O)(OCC)OCC.CCOP(=O)(OCC)OCC.CCOP(=O)(OCC)OCC

Each line ends with the Löwdin charge.
CARTESIAN COORDINATES (ANGSTROEM)
P (4.248, 2.301, -5.055)  0.50
P (-2.813, -8.223, 2.240)  0.59
P (0.671, 9.243, 2.475)  0.48
P (2.861, -7.220, 10.530)  0.49
P (-0.060, 0.412, 0.338)  0.46
P (-4.954, 1.561, -9.389)  0.51
O (-1.138, 1.223, 1.150)  -0.17
O (-0.236, 8.086, 3.195)  -0.17
O (-4.516, 2.612, -10.550)  -0.23
O (0.941, 10.266, 3.700)  -0.20
O (-1.620, -8.287, 1.014)  -0.19
O (-6.372, 1.817, -9.110)  -0.23
O (-3.680, -9.371, 2.524)  -0.23
O (3.393, -6.837, 11.899)  -0.27
O (-1.899, -7.748, 3.531)  -0.19
O (2.862, -6.073, 9.443)  -0.20
O (-3.626, -6.873, 1.770)  -0.21
O (-3.707, 1.953, -8.385)  -0.21
O (-0.334, 9.995, 1.474)  -0.19
O (5.488, 2.793, -5.997)  -0.19
O (4.709, 1.989, -3.685)  -0.24
O (3.726, -8.390, 9.758)  -0.19
O (-4.600, 0.106, -10.080)  -0.17
O (-0.730, 0.100, -1.128)  -0.18
O (3.365, 1.198, -5.883)  -0.18
O (-0.070, -0.975, 1.154)  -0.18
O (1.874, 8.684, 1.822)  -0.23
O (3.198, 3.572, -5.097)  -0.21
O (1.286, -7.623, 10.463)  -0.20
O (1.327, 0.959, 0.242)  -0.24
C (-1.382, 8.505, 3.814)  -0.32
C (5.926, -7.249, 9.965)  -0.10
C (-1.709, -7.559, -0.125)  -0.34
C (2.060, -4.836, 9.610)  -0.23
C (-0.369, 11.932, 0.238)  -0.08
C (-4.992, 4.151, -12.379)  -0.05
C (2.365, 0.712, -8.137)  -0.06
C (-3.461, -1.561, -8.422)  -0.05
C (-5.279, -5.350, 1.270)  -0.09
C (5.132, -8.481, 9.561)  -0.26
C (-0.138, -8.026, 5.105)  -0.08
C (2.460, 5.306, -3.541)  -0.07
C (-1.923, 7.708, 5.050)  -0.05
C (1.708, 9.822, 4.759)  -0.27
C (6.739, 2.069, -5.960)  -0.30
C (6.993, 1.311, -7.252)  -0.05
C (0.187, 10.517, 0.164)  -0.22
C (-3.726, 3.002, -7.469)  -0.31
C (1.903, 10.967, 5.856)  -0.05
C (2.794, -3.757, 8.861)  -0.09
C (0.908, -1.996, 0.948)  -0.27
C (2.475, 1.649, -6.898)  -0.30
C (0.581, -8.519, 11.274)  -0.30
C (3.639, 4.760, -4.324)  -0.26
C (-1.092, 2.656, 1.302)  -0.22
C (-0.788, -8.548, 3.871)  -0.32
C (-0.411, -7.673, 11.986)  -0.07
C (-0.470, -1.056, -3.233)  -0.07
C (-2.235, 3.228, 0.378)  -0.06
C (-3.424, -0.571, -9.660)  -0.27
C (-2.861, -8.083, -0.991)  -0.07
C (-5.202, 2.568, -11.866)  -0.18
C (0.488, -3.122, 1.916)  -0.07
C (0.225, -0.439, -2.065)  -0.32
C (-2.357, 3.410, -7.020)  -0.07
C (-5.008, -6.675, 1.922)  -0.29
H (1.029, -1.088, -1.719)  0.10
H (4.044, 5.516, -4.997)  0.11
H (-5.102, -4.530, 1.967)  0.08
H (2.349, 11.868, 5.433)  0.07
H (7.523, 2.808, -5.788)  0.11
H (-1.998, 2.694, -6.281)  0.07
H (2.631, 10.628, 6.593)  0.07
H (-0.003, 12.658, -0.487)  0.08
H (1.247, 10.384, -0.053)  0.11
H (1.981, -0.218, -7.718)  0.08
H (5.523, -9.248, 10.230)  0.12
H (-6.291, 2.573, -11.826)  0.10
H (1.254, -3.895, 1.852)  0.07
H (3.751, -3.559, 9.343)  0.08
H (-5.273, 4.316, -13.419)  0.06
H (-1.374, 7.815, 5.986)  0.07
H (0.133, -9.324, 10.691)  0.12
H (0.774, -2.749, 2.900)  0.07
H (-2.316, 2.764, -0.605)  0.07
H (-0.553, -3.433, 1.828)  0.08
H (-1.282, -0.378, -3.496)  0.08
H (-1.653, -6.482, 0.034)  0.11
H (-0.672, -8.417, 5.971)  0.08
H (-4.854, 1.861, -12.620)  0.10
H (1.057, -2.356, -0.070)  0.10
H (-1.040, -9.579, 4.122)  0.12
H (-2.952, 7.814, 5.392)  0.07
H (-6.341, -5.281, 1.033)  0.08
H (-0.848, -7.559, -0.793)  0.11
H (7.910, 0.758, -7.053)  0.08
H (4.541, 4.580, -3.739)  0.11
H (6.897, 1.533, -5.024)  0.11
H (-0.147, 10.086, -0.779)  0.11
H (1.764, 5.716, -4.274)  0.07
H (0.829, 0.426, -2.341)  0.11
H (-4.064, -2.430, -8.683)  0.06
H (-0.280, -6.947, 5.174)  0.08
H (-0.111, 3.059, 1.048)  0.10
H (-0.775, -8.174, 12.883)  0.08
H (-4.039, -1.076, -7.635)  0.06
H (-1.219, 3.051, 2.310)  0.11
H (-4.282, 3.816, -7.936)  0.12
H (3.376, 0.706, -8.543)  0.07
H (1.715, 1.190, -8.870)  0.08
H (2.202, -2.842, 8.858)  0.08
H (2.690, 6.257, -3.059)  0.08
H (-2.560, -1.943, -7.941)  0.07
H (-2.033, 4.281, 0.186)  0.07
H (-1.876, 6.649, 4.796)  0.07
H (0.101, -1.523, -4.035)  0.08
H (5.378, -8.697, 8.522)  0.12
H (1.349, -9.040, 11.847)  0.12
H (5.562, -6.356, 9.458)  0.07
H (1.076, -4.953, 9.156)  0.12
H (-2.656, 0.174, -9.453)  0.10
H (-5.554, -7.391, 1.307)  0.13
H (1.004, 11.232, 6.412)  0.07
H (-1.190, -7.485, 11.248)  0.08
H (-4.249, 2.689, -6.565)  0.12
H (6.110, 0.676, -7.178)  0.07
H (-0.091, -8.442, 3.040)  0.11
H (-3.122, -1.133, -10.544)  0.11
H (1.423, 1.746, -6.632)  0.11
H (-4.719, -5.245, 0.341)  0.08
H (0.908, -8.318, 5.197)  0.08
H (7.013, -7.332, 9.951)  0.08
H (2.944, 2.546, -7.302)  0.11
H (-3.307, -9.054, -0.776)  0.08
H (1.990, 4.505, -2.972)  0.08
H (-3.175, 3.184, 0.930)  0.07
H (-3.656, -7.347, -0.874)  0.06
H (2.695, 9.494, 4.435)  0.12
H (1.875, -1.672, 1.334)  0.12
H (-2.672, -8.243, -2.052)  0.07
H (-5.488, 4.760, -11.623)  0.06
H (-1.070, 9.403, 4.346)  0.09
H (-2.117, 8.778, 3.056)  0.12
H (-1.624, 3.225, -7.804)  0.08
H (6.948, 2.059, -8.044)  0.08
H (-0.959, -1.917, -2.775)  0.07
H (1.912, -4.512, 10.640)  0.12
H (1.073, 9.135, 5.318)  0.11
H (-3.917, 4.305, -12.290)  0.05
H (-0.033, -6.672, 12.195)  0.08
H (5.762, -6.971, 11.006)  0.06
H (-2.417, 4.444, -6.679)  0.09
H (0.020, 12.215, 1.216)  0.08
H (-1.450, 11.836, 0.130)  0.08
H (3.011, -4.009, 7.823)  0.08
H (-5.318, -6.417, 2.934)  0.13